Entry 1:
Molecular formula: C6H4O
Method: DFT, ωB97M-V/def2-TZVPD

As for the charge: 0. The value obtained for the total energy is -305.97329 a.u. For the HOMO energy, the calculation gives -9.248 eV.

Positions of all 11 atoms, in Å:
C  1.7326  -0.5371  0.7143
C  2.1150  0.3528  -0.0870
C  1.1621  1.1309  -0.6666
C  0.0116  1.5761  -0.8617
C  -0.9972  0.8339  -0.1916
C  -1.0997  -0.6450  -0.3263
O  -0.3784  -0.5902  0.8726
H  1.8361  -1.2812  1.4927
H  -1.7156  1.3177  0.4694
H  -0.5674  -1.0628  -1.1948
H  -2.0992  -1.0951  -0.2210

=====

Entry 2:
Molecular formula: C20H19AuN2O3
Method: DFT, ωB97M-V/def2-TZVPD

As for the charge: 0. The value obtained for the total energy is -1244.31331 a.u. For the HOMO energy (spin up / spin down), the calculation gives -6.285 / -6.284 eV.

Positions of all 45 atoms, in Å:
Au  1.1089  1.3132  -1.6191
C  -2.4573  -0.2004  -2.1606
O  -1.5541  -0.1211  -1.0869
C  -1.9401  0.5185  0.0499
C  -3.1223  1.2191  0.2095
C  -3.4490  1.7989  1.4293
C  -2.5963  1.6706  2.5155
C  -1.4055  0.9946  2.3779
C  -1.0365  0.4159  1.1510
N  0.1485  -0.2131  1.0958
N  0.7877  -0.4762  0.0292
C  1.6908  -1.4222  -0.1768
C  2.6285  -1.1662  -1.2318
O  2.5001  -0.1639  -2.0242
C  3.7414  -2.0331  -1.3551
C  3.9059  -3.1090  -0.5334
C  2.9228  -3.4630  0.4232
C  3.0447  -4.6111  1.2238
C  2.0274  -5.0086  2.0549
C  0.8500  -4.2599  2.1199
C  0.7370  -3.0875  1.4096
C  1.7659  -2.6531  0.5673
H  -3.4149  -0.6278  -1.8457
H  -1.9878  -0.8607  -2.8867
H  -2.6300  0.7794  -2.6160
H  -3.7995  1.3288  -0.6242
H  -4.3854  2.3288  1.5279
H  -2.8680  2.1049  3.4654
H  -0.7257  0.9004  3.2091
H  4.4755  -1.7895  -2.1093
H  4.7852  -3.7304  -0.6285
H  3.9584  -5.1854  1.1601
H  2.1298  -5.9054  2.6506
H  0.0314  -4.6020  2.7369
H  -0.1683  -2.5024  1.4797
C  -1.9770  4.1805  -1.1477
O  -1.2033  3.0216  -1.4347
C  0.1101  3.0268  -1.4738
C  0.8346  4.3113  -1.2371
H  -1.8463  4.9386  -1.9230
H  -1.7156  4.5954  -0.1723
H  -3.0128  3.8485  -1.1355
H  0.2717  5.1970  -1.5268
H  1.7834  4.2999  -1.7661
H  1.0578  4.3981  -0.1699

=====

Entry 3:
Molecular formula: C3H11NS2
Method: DFT, ωB97M-V/def2-TZVPD

As for the charge: 0. The value obtained for the total energy is -971.99629 a.u. For the HOMO energy, the calculation gives -8.621 eV. As for the SMILES: CNC.CSS.

Positions of all 17 atoms, in Å:
C  -2.3792  -0.6968  -0.5547
N  -1.1430  -0.1979  0.0261
C  -0.9657  1.2377  -0.1784
H  -2.6391  -1.6507  -0.1127
H  -3.2054  0.0187  -0.4747
H  -2.2709  -0.8448  -1.6369
H  -1.1552  -0.4036  1.0164
H  -0.9178  1.4130  -1.2507
H  -0.0943  1.5698  0.3788
H  -1.8008  1.8174  0.2458
C  2.4410  -0.3034  1.3535
S  3.3828  -0.7337  -0.1367
S  2.2237  0.2418  -1.5282
H  2.1802  0.7464  1.3358
H  3.0645  -0.4217  2.2426
H  1.6008  -0.9945  1.4446
H  1.6783  -0.7977  -2.1705

=====

Entry 4:
Molecular formula: CH6NO
Method: DFT, ωB97M-V/def2-TZVPD

As for the charge: -1. The value obtained for the total energy is -171.66617 a.u. For the HOMO energy, the calculation gives -2.474 eV.

Positions of all 9 atoms, in Å:
O  -1.6756  0.5675  0.8152
H  -1.7078  -0.0073  1.5837
C  0.7109  -0.8256  -0.7982
N  1.0719  0.3242  -0.0288
H  -0.2871  -0.8077  -1.2852
H  1.4572  -0.9812  -1.6293
H  0.7360  -1.7456  -0.1881
H  0.2822  0.5309  0.5991
H  1.2359  1.1029  -0.6506

=====

Entry 5:
Molecular formula: C2H5O2
Method: DFT, ωB97M-V/def2-TZVPD

As for the charge: -1. The value obtained for the total energy is -229.61402 a.u. For the HOMO energy, the calculation gives -2.307 eV.

Positions of all 9 atoms, in Å:
O  -1.8871  -2.2227  -0.5187
H  -1.3576  -2.5072  -1.3174
C  -0.1589  0.4416  -0.5594
C  0.8211  0.4175  0.3304
O  1.4260  1.6235  0.7365
H  -0.7896  -0.4306  -0.6532
H  -0.5282  1.3681  -0.9437
H  0.9111  -0.4926  0.9159
H  1.4801  1.7012  1.6307

=====

Entry 6:
Molecular formula: C5H8O
Method: DFT, ωB97M-V/def2-TZVPD

As for the charge: 0. The value obtained for the total energy is -270.38367 a.u. For the HOMO energy (spin up / spin down), the calculation gives -9.654 / -6.160 eV.

Positions of all 14 atoms, in Å:
C  -1.6445  0.5005  -0.0081
C  -0.3850  -0.2781  -0.1048
C  0.8321  0.0916  -0.6409
C  1.7342  -0.9296  -0.3808
O  1.1855  -1.9563  0.2671
C  -0.2077  -1.6548  0.4500
H  -2.4403  0.0902  -0.6458
H  -1.4792  1.5413  -0.2966
H  -2.0277  0.4879  1.0212
H  1.0634  1.0172  -1.1518
H  1.8085  6.2805  0.6627
H  2.7901  -1.0189  -0.5993
H  -0.4475  -1.7480  1.5184
H  -0.7819  -2.4235  -0.0910

=====

Entry 7:
Molecular formula: C6H5N
Method: DFT, ωB97M-V/def2-TZVPD

As for the charge: 0. The value obtained for the total energy is -286.14875 a.u. For the HOMO energy (spin up / spin down), the calculation gives -7.107 / -7.107 eV.

Positions of all 12 atoms, in Å:
C  -1.6930  -2.1007  -1.0786
C  -0.8748  -1.2069  -1.1273
C  0.1595  -0.2471  -1.1461
N  -0.0438  1.0467  -0.8166
C  0.8069  1.4250  0.1806
C  0.8489  0.6863  1.3891
C  0.8219  0.1616  2.4852
H  -2.4191  -2.8802  -1.0148
H  1.1919  -0.5445  -1.3197
H  -0.8676  1.5799  -1.0996
H  1.3400  2.3673  0.0977
H  0.7293  -0.2874  3.4502

=====

Computed values of F_max (unit: eV/Å) for the preceding records, in sequence: 1.0; 4.0; 1.0; 1.8; 4.3; 1.4; 0.8.